(1)
{"formula": "CH3IO2S2", "method": "the ωB97M-V functional and the def2-TZVPD basis", "multiplicity": 3, "gap_ev": [7.0, 6.1], "s2": 2.008, "species": ["C", "O", "O", "S", "S", "I", "H", "H", "H"], "xyz": [[2.95698, -1.30004, -0.26851], [-1.41755, 1.39587, -0.76649], [2.30598, -0.34329, 0.11097], [-3.71224, 1.44133, 0.92340], [-1.59092, 1.01715, 0.59322], [-1.53876, -1.52800, 0.68529], [-3.40952, 2.54191, 0.02720], [2.34330, -2.16125, -0.68759], [4.06271, -1.06368, -0.61749]]}

---

(2)
{"formula": "CH3IO3", "method": "the ωB97M-V functional and the def2-TZVPD basis", "gap_ev": 9.5, "smiles": "OC(O)(O)I", "species": ["O", "C", "O", "O", "I", "H", "H", "H"], "xyz": [[1.14696, 0.39394, 0.53259], [-0.10792, -0.05076, 0.01344], [-0.22751, -1.38415, -0.02372], [-0.37226, 0.76750, -1.18000], [-1.57799, 0.76162, 1.58227], [1.27647, -0.11109, 1.32992], [-0.52982, -1.74535, -0.87096], [0.39208, 1.36829, -1.38354]]}

---

(3)
{"formula": "CH3IO3P", "method": "the ωB97M-V functional and the def2-TZVPD basis", "gap_ev": 6.4, "charge": -1, "species": ["C", "O", "O", "O", "P", "I", "H", "H", "H"], "xyz": [[-0.60670, 0.88883, -0.21342], [0.48583, -2.54843, -0.68309], [-0.26236, -1.57433, 1.59649], [-0.97463, -0.43060, -0.69452], [-0.08875, -1.52185, 0.13292], [3.02669, 1.70599, 0.16524], [-0.16456, 1.33434, -1.07393], [0.02308, 0.68793, 0.69396], [-1.43860, 1.45812, 0.07634]]}

---

(4)
{"formula": "CH3N2O", "method": "the ωB97M-V functional and the def2-TZVPD basis", "gap_ev": [8.8, 9.3], "smiles": "[NH2+]=C=[NH+][O-]", "charge": 1, "species": ["N", "C", "N", "O", "H", "H", "H"], "xyz": [[1.19361, -0.41601, -0.00397], [0.16701, 0.25396, 0.20908], [-1.03656, 0.54821, -0.06415], [-1.76280, -0.49965, -0.12935], [1.84060, -0.45509, 0.69578], [1.26391, -0.89182, -0.82551], [-1.66576, 1.46040, 0.11813]]}

---

We obtain relative energy (zero: lowest compared OMol25 entry of this formula, charge and spin) values of 42.1; 26.3; 28.2; 102.4 kcal per mole for the records listed above, in that order.
We obtain calculated total energy values of -34947.0432; -15328.0903; -24621.0213; -6100.3426 eV for the records listed above, in that order.
We obtain strongest force on any atom values of 4.345; 4.133; 2.541; 4.025 eV Å⁻¹ for the records listed above, in that order.